# C4H8O3

A structure of composition C4H8O3 at a distorted geometry (wB97M-V/def2-TZVPD, the Open Molecules 2025 dataset).

```
15
Properties=species:S:1:pos:R:3:mulliken_charge:R:1
C 0.05 -1.67 -0.66 -0.856
C -0.58 -0.09 0.62 0.316
C 0.83 -0.04 0.01 0.519
C -1.51 1.10 0.32 -1.332
O -1.15 -1.29 -0.02 -0.352
O 1.96 -0.21 0.77 -0.497
O 1.11 0.90 -0.98 -0.586
H 0.07 -1.79 -1.69 0.446
H 0.69 -2.42 -0.22 0.357
H -0.39 -0.19 1.75 0.246
H -1.31 2.06 0.84 0.351
H -2.49 0.74 0.54 0.368
H -1.53 1.49 -0.69 0.314
H 2.67 -0.36 0.05 0.362
H 1.58 1.78 -0.66 0.345
```

Computed properties:
multiplicity	3
ΔE to the lowest compared entry with this formula, charge and spin	1.8356	eV
net charge	0
LUMO energy (spin up / spin down)	0.01809 / -0.06013	Eh
total energy	-10412.919	eV
max |F|	7.7	eV/Å

# C11H30AuClI2N2P2S

A structure of composition C11H30AuClI2N2P2S at a distorted geometry (wB97M-V/def2-TZVPD, the Open Molecules 2025 dataset).

```
50
Properties=species:S:1:pos:R:3:mulliken_charge:R:1
I 0.32 -0.87 -3.05 -0.098
I -1.35 2.79 0.93 0.151
Au -0.50 0.97 -1.07 1.132
P 1.79 1.66 -0.76 0.430
C 2.70 0.68 0.47 -1.112
C 2.86 1.53 -2.23 -1.147
H 3.84 1.97 -2.00 0.460
H 3.10 3.60 -0.18 0.452
H 2.38 2.07 -3.06 0.385
H 1.50 4.04 -0.87 0.384
H 2.73 -0.37 0.16 0.256
H 2.97 0.47 -2.51 0.373
C 2.03 3.37 -0.19 -1.139
H 3.73 1.07 0.55 0.542
H 1.60 3.48 0.82 0.359
H 2.21 0.76 1.45 0.219
P -2.79 0.79 -1.88 0.443
C -3.77 -0.53 -1.10 -1.235
C -3.82 2.27 -1.63 -1.168
H -2.38 1.17 -4.22 0.372
H -4.03 0.52 -3.95 0.452
H -2.58 -0.56 -3.87 0.357
C -2.97 0.44 -3.66 -1.180
H -3.30 3.14 -2.05 0.370
H -4.80 2.13 -2.13 0.447
H -4.78 -0.55 -1.52 0.444
H -3.81 -0.36 -0.02 0.363
H -3.96 2.44 -0.55 0.344
H -3.27 -1.50 -1.27 0.350
Cl -0.36 2.81 -2.70 -0.326
C 0.81 -3.07 -0.25 -0.569
N 1.01 -2.67 1.15 0.190
C 1.70 -3.65 1.98 -1.251
C 0.30 -1.61 1.61 0.241
S -0.89 -0.94 0.56 -0.418
N 0.41 -1.08 2.85 0.163
C 1.29 -1.51 3.93 -1.045
C -0.43 0.07 3.17 -0.612
H 1.30 -4.03 -0.43 0.341
H 1.22 -2.32 -0.94 -0.092
H -0.26 -3.14 -0.48 0.416
H 2.70 -3.30 2.27 0.396
H 1.12 -3.91 2.87 0.461
H 1.85 -4.56 1.40 0.381
H 1.84 -0.65 4.32 0.404
H 0.69 -1.96 4.74 0.381
H 2.02 -2.24 3.60 0.315
H -0.14 0.96 2.58 -0.237
H -1.48 -0.12 2.93 0.474
H -0.33 0.31 4.22 0.385
```

Computed properties:
multiplicity	3
ΔE to the lowest compared entry with this formula, charge and spin	0.0375	eV
net charge	+2
LUMO energy (spin up / spin down)	-0.31597 / -0.36013	Eh
total energy	-76688.437	eV
max |F|	1.7	eV/Å

# C4H15N2O

A cluster of 2 separate species, C4H15N2O in total at a distorted geometry (wB97M-V/def2-TZVPD, the Open Molecules 2025 dataset).

```
22
Properties=species:S:1:pos:R:3:mulliken_charge:R:1
N -0.16 -1.11 -1.03 -0.230
C -0.46 -1.34 0.40 -0.777
C -1.01 -0.05 1.05 -0.682
N -0.44 1.11 0.35 0.125
C 0.89 1.39 0.86 -1.171
C -1.35 2.26 0.31 -1.047
H 0.09 -2.01 -1.45 0.403
H 0.63 -0.54 -1.34 0.361
H -0.97 -0.64 -1.44 0.309
H 0.46 -1.71 0.86 0.348
H -1.14 -2.17 0.52 0.430
H -0.73 0.01 2.11 0.332
H -2.09 -0.09 0.88 0.479
H 0.99 1.56 1.95 0.362
H 1.20 2.34 0.42 0.409
H 1.57 0.54 0.69 0.341
H -0.91 3.12 0.83 0.336
H -2.34 2.17 0.77 0.361
H -1.61 2.45 -0.73 0.304
H 2.47 -2.15 -2.74 0.305
H 2.77 -2.87 -1.42 0.301
O 2.14 -2.28 -1.84 -0.601
```

Computed properties:
ΔE to the lowest compared entry with this formula, charge and spin	1.5471	eV
net charge	+1
LUMO energy	-0.11327	Eh
total energy	-9412.115	eV
max |F|	1.7	eV/Å

# C4H7PS

The molecule C4H7PS at a distorted geometry (wB97M-V/def2-TZVPD, the Open Molecules 2025 dataset).

```
13
Properties=species:S:1:pos:R:3:mulliken_charge:R:1
C -0.73 -0.56 -0.61 -0.137
C 0.41 0.42 -0.95 -0.441
C 1.12 0.60 0.35 -0.270
C -0.76 -0.32 0.91 -0.647
P 0.23 2.08 -0.16 -0.112
S -0.95 -1.53 2.07 -0.180
H -1.67 -0.37 -1.27 0.201
H -0.43 -1.68 -0.87 0.248
H 0.85 0.34 -1.88 0.515
H 1.96 0.08 0.89 0.389
H -1.42 0.57 0.94 0.298
H 1.33 2.62 -0.99 0.025
H 0.06 -2.26 1.56 0.113
```

Computed properties:
multiplicity	3
ΔE to the lowest compared entry with this formula, charge and spin	2.9368	eV
net charge	0
LUMO energy (spin up / spin down)	0.03232 / -0.05255	Eh
total energy	-24378.618	eV
max |F|	5.7	eV/Å

# C45H34BrCl64F5N2O8S2

A structure of composition C45H34BrCl64F5N2O8S2 at a distorted geometry (wB97M-V/def2-TZVPD, the Open Molecules 2025 dataset).

```
161
Properties=species:S:1:pos:R:3:mulliken_charge:R:1
C -1.56 7.76 2.70 -0.597
O -0.25 8.39 2.56 -0.151
C 0.48 8.32 3.82 -0.475
C 1.63 7.17 3.83 -0.853
C 1.17 5.77 3.13 -0.450
C 0.29 4.83 4.14 -0.085
C 1.33 4.15 5.17 -2.932
C 0.95 2.61 5.66 2.678
C -0.54 2.95 6.19 -1.209
C -1.23 2.14 7.37 -0.519
C -2.83 1.99 7.05 0.138
O -3.51 0.92 7.24 -0.574
N -3.59 3.20 6.56 -0.111
C -4.34 2.96 5.30 0.550
C -3.83 2.20 4.01 -0.022
C -4.80 2.12 2.76 -0.569
C -6.24 2.79 2.74 -0.446
C -6.77 3.55 4.03 -0.771
C -5.80 3.61 5.27 -0.398
C 0.99 1.53 4.41 -0.354
F -0.20 1.66 3.54 -0.338
C 2.19 1.98 3.34 -1.309
O 1.69 2.75 2.22 0.488
C 2.19 2.27 0.95 -0.294
C 1.08 1.72 -0.07 -0.153
C 1.43 1.18 -1.53 -0.601
C 2.95 1.21 -2.00 -0.393
C 4.05 1.74 -0.98 0.035
C 3.70 2.27 0.48 0.205
C 1.12 -0.01 4.69 0.680
C 0.89 -0.88 3.30 -0.880
C -0.64 -1.32 3.01 0.081
N -1.01 -2.38 2.29 -0.715
S 0.14 -0.91 5.96 1.104
O 0.63 -0.78 7.41 -0.640
O -1.35 -0.63 5.99 -0.553
C 0.24 -2.81 5.84 0.503
F -0.99 -3.38 5.28 -0.186
F 1.43 -3.28 5.22 -0.202
F 0.26 -3.43 7.17 -0.192
O 2.54 -0.29 5.03 -0.403
S 3.16 0.69 6.22 1.670
O 3.54 -0.07 7.49 -0.688
O 4.51 1.21 5.68 -0.658
C 2.06 2.16 6.72 -0.009
F 1.64 1.83 8.06 -0.323
Br 3.49 3.52 7.18 -0.007
H -2.33 8.61 2.86 0.239
H -1.60 7.01 3.58 0.199
H -1.89 7.17 1.75 0.222
H -0.22 8.22 4.75 0.308
H 1.03 9.34 3.94 0.239
H 2.51 7.58 3.18 0.264
H 2.03 6.99 4.90 0.307
H 2.14 5.25 2.79 0.301
H 0.52 5.94 2.17 0.529
H -0.42 4.14 3.57 0.082
H -0.40 5.59 4.70 0.487
H 2.37 4.29 4.73 0.792
H 1.27 4.86 6.09 0.981
H -1.33 2.94 5.32 -0.063
H -0.64 4.06 6.57 0.199
H -0.83 1.13 7.68 0.267
H -1.23 2.77 8.37 0.568
H -4.31 3.34 7.30 0.414
H -2.79 1.72 4.01 0.328
H -4.45 1.60 1.79 0.307
H -6.95 2.77 1.82 0.354
H -7.81 4.05 4.02 0.535
H -6.16 4.18 6.21 0.160
H 3.09 2.46 3.89 0.044
H 2.71 1.05 2.85 0.694
H -0.04 1.71 0.23 0.364
H 0.56 0.82 -2.19 0.324
H 3.20 0.82 -3.06 0.349
H 5.15 1.73 -1.38 -0.310
H 4.53 2.67 1.18 0.315
H 1.13 -0.25 2.34 0.166
H 1.65 -1.76 3.22 0.621
H -1.50 -0.65 3.40 0.269
H -0.14 -2.87 1.99 0.290
C -4.54 -0.17 -6.25 0.315
Cl -4.01 -0.82 -4.68 -0.121
Cl -5.91 0.94 -6.02 -0.070
Cl -3.19 0.70 -7.01 -0.015
Cl -5.08 -1.49 -7.32 -0.093
C 7.29 2.04 -3.83 0.367
Cl 7.40 2.22 -2.07 -0.123
Cl 5.74 2.70 -4.40 -0.075
Cl 8.63 2.92 -4.60 -0.096
Cl 7.39 0.31 -4.26 -0.096
C -1.06 3.80 -9.13 0.413
Cl -2.57 3.41 -10.01 -0.130
Cl 0.26 4.06 -10.29 -0.090
Cl -1.30 5.27 -8.17 -0.083
Cl -0.65 2.45 -8.06 -0.108
C 2.19 6.85 -0.54 0.072
Cl 1.97 8.12 0.68 -0.010
Cl 3.83 6.97 -1.23 -0.118
Cl 1.98 5.26 0.22 0.079
Cl 0.99 7.05 -1.84 -0.117
C -0.03 -10.14 -3.93 0.248
Cl 0.65 -10.53 -2.33 -0.083
Cl -0.61 -8.46 -3.94 -0.115
Cl 1.21 -10.35 -5.18 0.031
Cl -1.40 -11.23 -4.26 -0.093
C -1.45 5.02 -14.12 0.287
Cl -0.49 6.51 -14.12 -0.105
Cl -2.96 5.28 -15.03 -0.103
Cl -0.52 3.71 -14.89 -0.105
Cl -1.84 4.56 -12.45 0.015
C 2.75 -8.52 -8.35 0.321
Cl 2.85 -10.15 -7.64 -0.109
Cl 1.11 -8.26 -9.00 -0.061
Cl 3.09 -7.31 -7.10 -0.084
Cl 3.94 -8.37 -9.66 -0.095
C 5.24 -9.30 -1.20 0.326
Cl 5.57 -10.87 -1.98 -0.082
Cl 6.08 -8.01 -2.08 -0.105
Cl 3.49 -8.99 -1.22 -0.052
Cl 5.81 -9.35 0.48 -0.077
C -0.12 -11.61 -10.81 0.297
Cl 0.21 -13.18 -11.58 -0.105
Cl 0.73 -10.32 -11.70 -0.086
Cl -1.87 -11.30 -10.83 -0.089
Cl 0.46 -11.65 -9.13 -0.006
C -5.52 -10.60 -5.32 0.315
Cl -3.98 -9.77 -5.02 0.029
Cl -6.65 -10.26 -3.99 -0.098
Cl -6.22 -10.03 -6.85 -0.079
Cl -5.24 -12.36 -5.42 -0.114
C 8.41 -12.57 1.17 0.368
Cl 9.73 -13.54 1.85 -0.112
Cl 7.60 -13.49 -0.12 -0.085
Cl 7.24 -12.18 2.45 -0.092
Cl 9.07 -11.06 0.49 -0.080
C 6.85 -12.99 6.86 0.338
Cl 6.66 -14.72 7.21 -0.100
Cl 5.31 -12.15 7.14 -0.103
Cl 8.11 -12.30 7.92 -0.103
Cl 7.34 -12.78 5.16 -0.036
C -7.61 7.04 1.90 0.263
Cl -6.41 8.33 2.09 -0.102
Cl -9.14 7.53 2.68 -0.121
Cl -7.93 6.80 0.16 -0.068
Cl -7.00 5.58 2.70 0.020
C -6.40 4.51 -3.77 0.285
Cl -6.57 2.75 -3.59 -0.074
Cl -4.68 4.93 -3.98 -0.084
Cl -7.30 5.00 -5.23 -0.106
Cl -7.07 5.40 -2.38 -0.038
C 1.07 12.51 0.53 0.297
Cl 0.85 13.78 1.76 -0.110
Cl 2.70 12.63 -0.15 -0.112
Cl 0.86 10.91 1.29 -0.041
Cl -0.13 12.72 -0.76 -0.107
C -5.46 -6.13 -6.46 0.244
Cl -5.04 -4.45 -6.88 -0.028
Cl -5.25 -7.16 -7.89 -0.091
Cl -4.41 -6.73 -5.16 -0.068
Cl -7.16 -6.19 -5.93 -0.094
```

Computed properties:
net charge	0
LUMO energy	-0.04933	Eh
total energy	-973281.412	eV
max |F|	10.0	eV/Å